{"formula": "C11H13N5O2", "method": "the ωB97M-V functional and the def2-TZVPD basis", "smiles": "CCCn1nnc(NC(=O)/C=C/c2ccco2)n1", "orbital_gap_ev": 8.3, "max_force_ev_per_a": 1.43, "relative_energy_kj_mol": 87.7, "symbols": ["C", "C", "H", "H", "C", "N", "N", "N", "C", "N", "N", "C", "O", "C", "C", "C", "C", "C", "C", "O", "H", "H", "H", "H", "H", "H", "H", "H", "H", "H", "H"], "positions_angstrom": [[-0.2644, -0.7937, -4.3930], [0.9463, -0.3254, -3.5960], [0.6415, 0.4181, -2.8570], [1.6746, 0.1363, -4.2641], [1.6286, -1.4845, -2.8668], [0.7660, -2.0263, -1.8614], [0.2670, -3.2268, -1.8965], [-0.4729, -3.3729, -0.8531], [-0.4079, -2.2046, -0.1750], [0.3785, -1.3345, -0.8025], [-1.0907, -2.0409, 0.9896], [-1.2242, -0.9525, 1.8353], [-1.9034, -1.0763, 2.8348], [-0.5350, 0.2760, 1.4454], [-0.6351, 1.3749, 2.2117], [-0.0150, 2.6288, 1.9199], [-0.0397, 3.8146, 2.6229], [0.7350, 4.7311, 1.8861], [1.1769, 4.0475, 0.7906], [0.7335, 2.7865, 0.8003], [1.7921, 4.3464, -0.0355], [0.9375, 5.7534, 2.1313], [-0.5503, 3.9935, 3.5469], [-1.2236, 1.3334, 3.1184], [0.0430, 0.2685, 0.5364], [-1.5984, -2.8693, 1.2798], [2.5459, -1.1372, -2.3828], [1.8572, -2.3022, -3.5527], [0.0307, -1.5213, -5.1456], [-1.0017, -1.2577, -3.7419], [-0.7358, 0.0483, -4.8928]], "forces_ev_per_a": [[0.1, 0.1, 0.1], [-0.1, -0.2, 0.0], [0.1, 0.0, 0.0], [0.1, 0.0, 0.1], [0.4, 0.6, -0.6], [-0.4, -0.4, 0.6], [0.4, -0.3, -0.8], [-0.6, -0.2, 0.7], [0.8, 0.2, -1.2], [-0.2, 0.2, 0.5], [-0.4, -0.4, 0.4], [-0.2, -0.1, 0.2], [0.0, 0.0, 0.1], [0.1, 0.7, 0.2], [0.0, -0.7, -0.4], [-0.2, 0.9, 0.7], [-0.1, -0.9, -0.4], [0.3, -0.1, -0.6], [0.0, 0.8, 0.4], [-0.1, -0.5, -0.2], [0.1, -0.1, -0.1], [0.1, 0.2, 0.0], [-0.1, 0.0, 0.2], [0.0, 0.0, 0.1], [0.0, 0.2, 0.0], [0.1, 0.2, 0.0], [-0.1, -0.2, 0.0], [0.0, 0.1, 0.1], [0.0, -0.1, -0.1], [-0.1, -0.1, 0.0], [-0.1, 0.0, -0.1]]}

{"formula": "C11H13NO", "method": "the ωB97M-V functional and the def2-TZVPD basis", "orbital_gap_ev": [7.1, 8.1], "max_force_ev_per_a": 1.25, "relative_energy_kj_mol": 363.6, "symbols": ["C", "C", "C", "C", "C", "C", "C", "C", "C", "C", "C", "N", "O", "H", "H", "H", "H", "H", "H", "H", "H", "H", "H", "H", "H", "H"], "positions_angstrom": [[0.5974, 2.4792, -1.9582], [1.2113, 2.5389, -0.7134], [-0.1209, 1.3479, -2.3093], [1.1377, 1.4742, 0.1540], [-0.2142, 0.2779, -1.4433], [0.4503, 0.2958, -0.2005], [-2.7416, 0.2348, 0.9117], [-2.0486, -0.4256, 1.7785], [0.6830, -2.6455, -0.9595], [1.0269, -0.8237, 2.0342], [0.4028, -0.8250, 0.6683], [0.1207, -2.1024, 0.1528], [1.4472, -2.1082, -1.7173], [0.6822, 3.3060, -2.6476], [1.7641, 3.4227, -0.4282], [-0.6065, 1.2975, -3.2732], [1.6470, 1.5331, 1.1026], [-0.7723, -0.5970, -1.7375], [-3.7781, 0.5489, 1.0374], [-2.3037, 0.5384, -0.0364], [-2.1573, -0.8458, 2.7510], [0.3344, -3.6886, -1.1010], [2.1080, -0.9749, 1.9588], [0.6207, -1.6310, 2.6403], [0.8452, 0.1153, 2.5480], [-0.3358, -2.7429, 0.7879]], "forces_ev_per_a": [[0.0, 0.1, 0.0], [0.0, 0.2, -0.1], [-0.1, 0.0, -0.1], [0.0, -0.3, 0.1], [0.2, 0.0, 0.1], [-0.2, 0.4, -0.4], [-0.4, 0.4, -0.4], [1.0, -0.2, -0.6], [-0.1, -0.8, -0.2], [0.0, 0.1, -0.3], [-0.6, -0.1, 1.1], [-0.1, 0.2, 0.3], [0.2, 0.2, -0.2], [0.0, 0.1, 0.0], [0.0, 0.0, 0.0], [-0.1, 0.0, -0.1], [0.1, 0.0, 0.1], [0.0, -0.1, 0.0], [0.0, -0.1, 0.2], [0.1, 0.0, -0.1], [-0.1, -0.2, 0.5], [0.1, 0.1, 0.0], [0.1, 0.0, 0.0], [0.0, 0.0, 0.0], [0.0, 0.0, 0.1], [0.0, 0.0, -0.2]]}

{"formula": "C11H14BF3N6Ni", "method": "the ωB97M-V functional and the def2-TZVPD basis", "orbital_gap_ev": [8.9, 8.8], "multiplicity": 3, "max_force_ev_per_a": 4.63, "symbols": ["H", "N", "B", "N", "C", "Ni", "H", "C", "H", "C", "H", "C", "H", "H", "H", "N", "N", "N", "N", "C", "C", "H", "H", "C", "C", "C", "C", "H", "H", "H", "H", "H", "F", "C", "F", "F"], "positions_angstrom": [[-0.2638, 2.9181, 0.7498], [0.1871, 1.6646, -0.9109], [0.8163, 0.7920, -3.2187], [0.6953, 1.9339, -2.1691], [0.9393, 3.2603, -2.2951], [-0.3587, -0.5769, -0.5103], [1.3644, 3.6499, -3.2102], [0.5498, 3.8722, -1.1054], [0.5867, 4.9208, -0.8682], [0.0981, 2.8287, -0.2680], [1.2006, 1.1802, -4.2806], [-1.7482, -2.3296, 0.9744], [-2.1498, -2.1864, 1.9805], [-0.9345, -3.0562, 1.0089], [-2.5460, -2.7310, 0.3505], [-0.6107, 0.1603, -3.2900], [1.7247, -0.2994, -2.6000], [-1.2204, -0.3746, -2.1409], [1.3564, -0.9330, -1.4108], [-1.4531, 0.0540, -4.3205], [2.8509, -0.8636, -3.0766], [-1.1425, 0.3976, -5.2974], [3.2811, -0.5036, -4.0024], [-2.6297, -0.5378, -3.8832], [3.2321, -1.8823, -2.2106], [-2.4623, -0.7859, -2.5162], [2.2866, -1.8871, -1.1665], [-3.4897, -0.7647, -4.4709], [4.0708, -2.5480, -2.3164], [-3.1367, -1.2359, -1.7934], [2.2445, -2.5150, -0.2907], [-1.4222, -1.2957, 0.5703], [1.0595, -1.3170, 1.9828], [0.6420, -0.1643, 1.3338], [-0.1480, 0.5235, 2.2407], [1.7802, 0.5915, 1.1767]], "forces_ev_per_a": [[0.1, -0.3, -0.2], [0.0, 0.1, -0.8], [-0.4, 0.0, 1.4], [-0.2, 0.3, 0.8], [-0.5, -0.4, 0.8], [3.2, 3.0, 1.6], [-0.1, 0.0, 0.2], [0.2, -0.3, -0.3], [0.1, 0.0, 0.0], [0.4, 0.1, -1.0], [0.0, -0.1, 0.0], [-0.3, 0.4, -0.4], [0.3, 0.2, -0.2], [0.1, 0.4, -0.1], [0.0, 0.1, -0.1], [-0.9, -0.9, 1.3], [-0.1, -1.2, 1.1], [-2.0, -0.1, -3.3], [1.8, -0.6, -1.3], [0.0, -0.2, 0.5], [-0.5, -0.2, 0.6], [-0.1, 0.0, 0.1], [0.0, -0.1, 0.2], [-0.1, 0.0, 0.2], [-0.1, 0.1, 0.2], [1.6, 0.7, -0.6], [-0.4, 1.3, -1.4], [-0.3, 0.0, -0.2], [0.1, 0.1, 0.0], [0.2, 0.1, -0.2], [-0.1, 0.1, 0.0], [-1.2, -1.8, 1.5], [0.0, 0.5, 0.2], [-0.6, -0.5, -1.2], [0.5, -0.2, 0.0], [-0.6, -0.4, 0.5]]}

{"formula": "C11H14ClNO4", "method": "the ωB97M-V functional and the def2-TZVPD basis", "smiles": "CC1=C[C@@H]([C@H]2C[C@@H](Cl)[C@@H](CO)O2)C(=O)NC1=O", "orbital_gap_ev": 10.2, "max_force_ev_per_a": 4.14, "symbols": ["O", "O", "Cl", "O", "O", "C", "C", "C", "C", "N", "C", "C", "C", "C", "C", "C", "C", "H", "H", "H", "H", "H", "H", "H", "H", "H", "H", "H", "H", "H", "H"], "positions_angstrom": [[2.2200, -1.1583, -3.7378], [1.2584, 2.6989, -2.0228], [-1.9460, 1.2825, 3.6006], [-1.8364, -1.1593, 1.9033], [0.7038, 0.0855, 1.1341], [1.4776, -0.5689, -2.9716], [0.8989, 1.5104, -2.0302], [0.4854, -1.2706, -2.1389], [-0.3207, -0.5269, -1.2823], [1.6387, 0.7608, -2.9122], [0.3512, -2.7919, -2.2145], [-0.1763, 0.9427, -1.0915], [-0.9892, 1.7923, 1.1447], [-0.6338, -1.1952, 2.6706], [0.2177, 1.2435, 0.3747], [-0.5468, 1.4786, 2.5333], [0.1940, 0.1190, 2.4790], [-2.3886, -0.4512, 2.2169], [-1.0404, -1.0312, -0.6650], [2.4141, 1.1672, -3.4302], [0.0103, -3.1297, -3.1679], [1.3233, -3.2401, -2.0312], [-0.3979, -3.1072, -1.4495], [-1.0914, 1.4379, -1.3393], [-1.9443, 1.3129, 0.8418], [-1.1123, 2.8310, 0.9952], [-0.0800, -2.0664, 2.3163], [-0.8808, -1.4080, 3.7358], [1.0231, 1.9925, 0.4156], [0.1085, 2.2461, 2.9447], [1.0596, 0.2034, 3.1781]], "forces_ev_per_a": [[-0.1, -0.8, -0.1], [-1.5, -1.1, 0.9], [-0.6, 0.7, 1.0], [0.7, -0.8, -0.6], [-0.5, 0.7, -0.8], [1.2, -2.1, -1.3], [2.1, 3.5, -0.6], [-2.5, 1.2, 2.1], [1.9, -1.8, -2.0], [-1.7, 0.1, 1.4], [-0.2, 1.1, 1.1], [2.1, -1.0, -0.6], [0.3, -1.2, -0.5], [-0.5, 0.7, 0.6], [0.0, 0.3, 0.6], [-0.6, -1.1, 0.8], [0.6, -0.2, -0.6], [-0.3, 0.3, 0.4], [-0.2, -0.2, 0.2], [-0.4, 0.1, 0.2], [-0.2, -0.1, -0.8], [0.0, -0.2, 0.1], [0.7, 0.1, -0.5], [-0.6, 0.5, -0.1], [0.7, 0.0, 0.4], [0.0, 1.2, -0.2], [0.2, 0.4, -0.1], [0.3, 0.4, -0.5], [-0.2, -0.1, -0.3], [-0.2, 0.0, 0.0], [-0.6, -0.5, -0.3]]}